# 1
{"formula": "C3H8O6P2", "method": "wB97M-V/def2-TZVPD", "total_charge": -2, "homo_lumo_gap_ha": [0.1900, 0.1899], "e_homo_ev": [1.079, 1.080], "species": ["C", "C", "C", "O", "O", "O", "O", "O", "O", "P", "P", "H", "H", "H", "H", "H", "H", "H", "H"], "positions_angstrom": [[-1.823930, 0.292987, 0.788808], [-1.560619, 0.817840, -0.685737], [0.982040, 0.152494, -1.058774], [0.980027, -2.627894, -0.668984], [3.247159, -1.337950, -0.896696], [1.651187, -1.138952, 1.236280], [-2.848860, -0.634234, 0.694387], [-2.360632, 0.338935, -1.523864], [1.606442, 1.360841, -0.694179], [1.611820, 2.125036, 0.696300], [1.866506, -1.251101, -0.291640], [-0.949326, -0.306264, 1.096319], [-2.247523, 0.974858, 1.451291], [-1.087368, 1.752843, -0.792893], [1.041699, 0.001007, -2.219262], [-2.915198, -0.548285, -0.271405], [0.656245, -2.856884, 0.178199], [2.001483, 0.966027, 1.668839], [0.148857, 1.918694, 1.293015]], "atomic_forces_ev_per_a": [[1.9, -1.8, -1.3], [-0.5, -1.7, 1.1], [-2.0, -2.0, -1.4], [1.0, 0.8, -1.6], [-0.4, -0.5, 0.4], [0.5, -0.4, -1.2], [-1.3, -1.2, -0.3], [0.5, 0.5, -0.1], [0.7, 1.3, -0.7], [-1.3, -1.9, 2.5], [-0.2, 0.8, 1.0], [0.1, 1.2, 0.5], [0.5, 2.2, 1.3], [0.7, 1.2, -0.4], [0.0, 0.7, 1.9], [-1.1, -0.9, -1.1], [-0.8, -0.4, 1.4], [-0.3, 1.6, -1.1], [1.7, 0.4, -0.9]]}

# 2
{"formula": "C3H8O7", "method": "wB97M-V/def2-TZVPD", "total_charge": 0, "homo_lumo_gap_ha": 0.3982, "e_homo_ev": -10.468, "smiles": "OC(O)C(O)(O)C(O)(O)O", "species": ["O", "C", "O", "C", "O", "O", "C", "O", "O", "O", "H", "H", "H", "H", "H", "H", "H", "H"], "positions_angstrom": [[0.352930, -2.071772, -0.677657], [0.746956, -0.750815, -0.951735], [2.248311, -0.812159, -1.180059], [0.615414, 0.247251, 0.190391], [1.166828, 1.503395, -0.126929], [1.206861, -0.232814, 1.367991], [-1.084183, 0.419604, 0.306384], [-1.862115, -0.731181, 0.094662], [-1.309701, 0.833742, 1.630832], [-1.554567, 1.422339, -0.557800], [-0.454058, -2.043433, -0.129293], [0.340950, -0.383452, -1.894401], [2.592158, -1.242531, -0.375621], [2.123583, 1.349673, -0.247200], [0.504545, -0.218567, 2.048465], [-2.602445, -0.422534, -0.454750], [-2.239924, 1.115094, 1.645395], [-0.791542, 2.018159, -0.688675]], "atomic_forces_ev_per_a": [[-0.2, 0.8, 0.4], [3.9, -1.1, -0.2], [-2.0, 0.0, 0.3], [-2.7, -0.3, 0.1], [-0.6, -0.6, -0.1], [-1.3, -0.1, -0.2], [1.1, 1.5, 1.3], [0.4, 0.6, -0.5], [0.1, 0.0, -0.2], [1.0, -0.6, -0.1], [0.3, 0.0, -0.4], [0.0, 0.2, 0.1], [-0.2, 0.0, -0.4], [-0.5, 0.0, -0.1], [0.6, 0.1, -0.1], [0.2, -0.3, 0.0], [0.3, -0.1, 0.3], [-0.4, 0.0, -0.1]]}

# 3
{"formula": "C3H8OS", "method": "wB97M-V/def2-TZVPD", "total_charge": 0, "homo_lumo_gap_ha": 0.3366, "e_homo_ev": -8.464, "smiles": "C=C.CSO", "species": ["C", "C", "H", "H", "H", "H", "C", "S", "O", "H", "H", "H", "H"], "positions_angstrom": [[1.177864, 1.013788, 1.065580], [1.335771, 2.072908, 0.238590], [1.298372, -0.076234, 0.807824], [0.421840, 1.066229, 1.836474], [1.845184, 1.828024, -0.693002], [0.987515, 3.065157, 0.342544], [-1.425172, -2.011012, -0.653514], [-0.733586, -0.368826, -0.912895], [-1.914847, 0.697553, -0.347672], [-2.255926, -1.805822, 0.024331], [-1.739430, -2.642103, -1.552696], [-0.543694, -2.413864, -0.146635], [-1.794718, 0.979906, 0.608910]], "atomic_forces_ev_per_a": [[-1.6, 0.1, -1.0], [1.0, -3.1, -0.1], [0.8, 1.6, 0.0], [0.4, 0.4, 0.8], [0.1, 0.5, 0.1], [-0.4, 0.7, 0.5], [0.1, -0.1, -0.5], [-0.6, 0.9, -0.5], [0.1, 0.0, 1.0], [0.1, -0.6, 0.1], [0.4, 1.2, 1.1], [-0.7, -0.9, 0.1], [0.3, -0.8, -1.7]]}

Record-wise max |F| values, in hartree/bohr: 0.0649; 0.0782; 0.0627
Record-wise E_tot values, in eV: -34101.6586; -17572.6879; -16120.7938
Record-wise energy relative to the best compared isomer or geometry (same formula, charge and spin) values, in kJ/mol: 422.72; 36.48; 235.77